Below is a cluster of 5 separate species, C5H18NO6 in total, with properties calculated with wB97M-V/def2-TZVPD.

The value obtained for the gap between HOMO and LUMO is 9.110 eV. The charge is -1. The HOMO energy is -5.7 eV. Its relative energy (zero: lowest compared OMol25 entry of this formula, charge and spin) is 95.86 kJ/mol. The total energy is -707.600263 Ha.

Geometry (Å):
C1 -0.28692 -0.46936 1.46287
N1 -0.81857 0.22299 0.32896
C2 -0.00742 0.88423 -0.64359
O1 1.02189 1.50186 -0.21281
O2 -0.56576 0.91311 -1.77660
C3 0.28715 -1.98177 1.20448
C4 0.85055 -2.43174 -0.17214
C5 -0.28137 -2.77496 -1.14208
H1 -1.13327 -0.52970 2.15789
H2 0.51314 0.02477 1.97058
H3 -1.54547 -0.19510 -0.28891
H4 -0.50823 -2.67774 1.53053
H5 1.07315 -2.03830 1.95129
H6 1.43757 -1.65715 -0.62971
H7 1.48761 -3.26905 0.10175
H8 0.10440 -3.15856 -2.06172
H9 -0.64400 -1.74888 -1.32743
H10 -1.14481 -3.30511 -0.74795
H11 -0.21752 3.22238 -0.59735
H12 -0.87391 2.99832 -1.84145
O3 -0.70381 3.75382 -1.25400
H13 3.48323 -0.03111 0.10238
H14 2.28293 0.66878 0.71122
O4 2.91598 -0.06949 0.87778
H15 -3.14636 1.04943 -0.96986
H16 -2.17718 0.79965 -2.09409
O5 -3.15442 0.98889 -1.93233
H17 0.78527 3.56724 1.18250
H18 0.67711 2.43784 2.13644
O6 0.28901 3.30474 1.97335

Forces on atoms 1 to 6 (eV/Å):
-0.697 -2.481 -0.723
0.181 0.321 -2.136
-0.511 0.685 1.472
-0.654 -0.643 -0.952
1.552 0.184 -0.079
-0.740 1.305 0.556

***

Below is a cluster of 2 separate species, C8H12N4 in total, with properties calculated with wB97M-V/def2-TZVPD.

Its SMILES is Cc1c[nH]cn1.Cc1c[nH]cn1. The value obtained for the gap between HOMO and LUMO is 9.019 eV. The HOMO energy is -8.2 eV. Its relative energy (zero: lowest compared OMol25 entry of this formula, charge and spin) is 239.84 kJ/mol. The total energy is -530.993387 Ha.

Geometry (Å):
C1 0.76843 -0.49966 -2.44015
C2 0.64837 -1.75477 -1.61760
C3 1.27728 -2.95977 -1.89784
C4 0.56078 -2.76749 0.29233
N1 0.17963 -1.64945 -0.31200
N2 1.12748 -3.70399 -0.62616
H1 1.89059 -0.48644 -2.47150
H2 0.32817 0.32415 -2.02250
H3 1.89342 -3.32296 -2.62335
H4 0.38238 -3.12351 1.35644
H5 1.10114 -4.71785 -0.54162
H6 0.20135 -0.64071 -3.40070
C5 -0.36195 2.80573 -0.30145
C6 -0.56820 2.18275 3.16484
C7 -0.81043 2.38137 1.01955
C8 -1.69120 1.39843 1.44273
N3 -0.01277 2.84782 2.09640
N4 -1.46270 1.21841 2.79695
H7 -0.33139 2.25201 4.22750
H8 -1.90051 0.46500 3.24459
H9 -2.41201 0.71822 0.93567
H10 -0.48826 2.08835 -1.16529
H11 0.63044 3.15373 -0.46715
H12 -0.95005 3.79063 -0.68968

Forces on atoms 1 to 6 (eV/Å):
0.984 -3.246 -1.746
0.609 -0.256 0.158
-3.114 0.397 5.347
-0.685 -2.106 -1.293
1.314 -1.541 0.650
-0.097 2.913 -0.730

***

Below is a cluster of 2 separate species, C2H9N2O in total, with properties calculated with wB97M-V/def2-TZVPD.

The value obtained for the gap between HOMO and LUMO is 7.401 eV. The charge is -1. The HOMO energy is -2.8 eV. Its relative energy (zero: lowest compared OMol25 entry of this formula, charge and spin) is 100.24 kJ/mol. The total energy is -266.306389 Ha.

Geometry (Å):
C1 -0.70329 -1.97737 1.00139
O1 -0.81272 -0.58974 1.06616
H1 -0.92334 -2.56238 0.03281
H2 0.42060 -2.15281 1.04261
H3 -1.10555 -2.52470 1.87297
N1 0.13885 0.23840 -1.50145
C2 0.77286 1.44363 -0.79371
N2 0.15920 1.82356 0.44327
H4 0.94072 -0.42391 -1.61557
H5 -0.48499 -0.03960 -0.76926
H6 1.79937 1.29426 -0.55466
H7 0.72581 2.28338 -1.38152
H8 -0.73987 2.20802 0.17623
H9 -0.18765 0.97924 0.98073

Forces on atoms 1 to 6 (eV/Å):
2.517 1.013 -0.272
-1.370 -1.452 -0.345
-0.630 0.885 0.765
-0.462 -0.639 0.220
-0.367 -0.079 -0.198
2.491 1.680 -0.509

***

Below is a structure of composition C52H49N5O4PbTe, with properties calculated with wB97M-V/def2-TZVPD.

The value obtained for the gap between HOMO and LUMO (alpha / beta) is 2.655 / 3.926 eV. The charge is +2. The HOMO energy (alpha / beta) is -10.8 / -10.8 eV. The total energy is -3046.052931 Ha.

Geometry (Å):
Pb1 0.22774 0.20872 0.39095
O1 1.79327 -1.32629 1.11728
C1 1.94304 -2.15251 2.12627
C2 3.21302 -2.74644 2.34045
C3 3.45325 -3.62961 3.36671
C4 2.43785 -3.95680 4.27019
C5 1.19876 -3.39849 4.09492
C6 0.90754 -2.52424 3.02842
C7 -0.45937 -2.05489 2.85707
N1 -0.92641 -1.09040 2.06325
C8 -2.29852 -1.00475 2.26099
C9 -2.67560 -1.92734 3.17301
N2 -1.51614 -2.58432 3.52741
H1 4.00054 -2.45418 1.65473
H2 4.44078 -4.06134 3.48703
H3 2.62673 -4.62939 5.09770
H4 0.43105 -3.62596 4.83070
H5 -2.89824 -0.26718 1.74856
H6 -3.63501 -2.17561 3.59738
H7 -1.46049 -3.33965 4.18499
C10 -5.72340 -2.39082 -3.92452
C11 -4.76736 -1.61421 -3.08103
C12 -5.11640 -0.36158 -2.54134
C13 -4.27515 0.35667 -1.73312
C14 -4.67533 1.77303 -1.33339
O2 -3.85546 2.63613 -1.12273
C15 -6.13072 2.11965 -1.32061
C16 -6.50468 3.36368 -1.82661
C17 -7.83972 3.73377 -1.84008
C18 -8.80281 2.88101 -1.31480
C19 -8.43090 1.65952 -0.76872
C20 -7.09926 1.27397 -0.77669
C21 -2.95386 -0.22383 -1.37941
O3 -2.17841 0.30340 -0.55725
C22 -2.59402 -1.48475 -2.02352
C23 -3.47647 -2.13121 -2.83157
C24 -1.22166 -2.07656 -1.85556
N3 -0.23732 -1.64436 -2.54789
C25 -0.26626 -0.55789 -3.51898
C26 0.20023 -1.15483 -4.85226
Te1 1.32893 -2.88517 -4.25741
C27 -0.15337 -4.33905 -4.58573
C28 -1.04005 -4.24712 -5.65520
C29 -2.00246 -5.23218 -5.82542
C30 -2.07301 -6.30141 -4.93831
C31 -1.16431 -6.40212 -3.89166
C32 -0.19356 -5.42781 -3.71680
C33 -1.00939 -3.23215 -0.95744
C34 0.29465 -3.63587 -0.63986
C35 0.50800 -4.75709 0.14173
C36 -0.57708 -5.49224 0.61049
C37 -1.87196 -5.08801 0.31784
C38 -2.09116 -3.95486 -0.45183
H8 -6.61939 -1.81780 -4.15254
H9 -6.02420 -3.29988 -3.39339
H10 -5.25395 -2.70496 -4.85885
H11 -6.06252 0.08089 -2.82661
H12 -5.73963 4.02307 -2.21886
H13 -8.12965 4.69308 -2.25156
H14 -9.84535 3.17508 -1.32148
H15 -9.17992 1.01178 -0.32961
H16 -6.80779 0.33100 -0.32637
H17 -3.19165 -3.08157 -3.27505
H18 0.45810 0.18273 -3.17492
H19 -1.23598 -0.06435 -3.61642
H20 0.82076 -0.47959 -5.43944
H21 -0.62579 -1.50750 -5.46591
H22 -0.97300 -3.44286 -6.37839
H23 -2.68810 -5.17096 -6.66215
H24 -2.82495 -7.07002 -5.07706
H25 -1.20225 -7.24645 -3.21434
H26 0.52018 -5.51464 -2.90536
H27 1.13537 -3.04403 -0.97925
H28 1.51947 -5.05648 0.39018
H29 -0.40830 -6.37022 1.22443
H30 -2.71608 -5.66015 0.68526
H31 -3.10536 -3.64543 -0.67224
C39 7.15287 -1.63588 0.05365
C40 6.04207 -0.72511 -0.38841
C41 5.36673 0.07551 0.52314
C42 4.30655 0.88998 0.15171
C43 3.64594 1.73430 1.21495
C44 3.94086 0.93031 -1.20925
C45 2.89228 1.85060 -1.67050
O4 1.83836 2.08123 -1.10299
C46 4.64109 0.16201 -2.15319
C47 4.27815 0.15777 -3.62163
C48 5.66453 -0.66511 -1.72670
H32 7.37877 -1.50738 1.10967
H33 8.06237 -1.44856 -0.52076
H34 6.87615 -2.67998 -0.11493
H35 5.68155 0.07431 1.56219
H36 4.34140 1.90391 2.03434
H37 2.77284 1.21836 1.62448
H38 3.30949 2.69809 0.83580
H39 3.11661 2.40745 -2.59889
H40 3.63132 0.98563 -3.91511
H41 3.75907 -0.77069 -3.87205
H42 5.17790 0.19237 -4.23687
H43 6.19948 -1.26571 -2.45871
C49 -0.56081 3.82473 0.64415
C50 -0.25710 3.15110 1.93753
N4 0.11884 1.89317 2.11048
C51 0.35348 1.70750 3.46494
C52 0.10810 2.86748 4.11650
N5 -0.27717 3.76293 3.13696
H44 -1.24628 3.22626 0.04589
H45 0.35662 3.96952 0.06917
H46 -1.02125 4.79607 0.81870
H47 0.67989 0.75538 3.86002
H48 0.16682 3.13440 5.15805
H49 -0.52507 4.72469 3.28904

Forces on atoms 1 to 6 (eV/Å):
-1.289 0.848 -1.395
0.851 -2.350 2.710
0.152 1.564 -2.170
1.079 -0.537 0.256
0.608 0.451 -0.846
0.047 -0.058 0.075

***

Below is a structure of composition C19H20CrI3N8O3, with properties calculated with wB97M-V/def2-TZVPD.

The value obtained for the gap between HOMO and LUMO (alpha / beta) is 5.435 / 5.963 eV. The charge is +2. The HOMO energy (alpha / beta) is -12.6 / -12.6 eV. Its relative energy (zero: lowest compared OMol25 entry of this formula, charge and spin) is 0.00 kJ/mol. Its expectation value of S² is 3.791. The spin multiplicity is 4. The total energy is -3336.771152 Ha.

Geometry (Å):
Cr1 -13.44952 5.86558 -0.14893
I1 -17.56819 7.12004 5.84938
C1 -16.04740 6.41848 4.59681
C2 -14.70239 6.61363 4.93803
C3 -13.70893 6.30568 4.03200
I2 -11.69015 6.36225 4.61341
C4 -14.02689 5.80874 2.75387
O1 -13.10149 5.70568 1.82235
C5 -15.38621 5.35998 2.54885
C6 -15.75650 4.41396 1.41467
N1 -15.51025 4.98983 0.06813
C7 -15.73461 4.06296 -1.06866
C8 -14.94996 4.50546 -2.30622
C9 -15.15663 3.91628 -3.55762
C10 -14.31709 4.27295 -4.60274
C11 -13.33559 5.24432 -4.45001
C12 -13.19766 5.82813 -3.21514
N2 -13.97000 5.46989 -2.15880
C13 -16.38630 5.78120 3.40878
H1 -14.43622 7.00581 5.90225
H2 -16.81423 4.12665 1.50482
H3 -15.13085 3.51585 1.48785
H4 -16.21568 5.73436 -0.05289
H5 -16.80679 3.98489 -1.28935
H6 -15.38079 3.07413 -0.78082
H7 -15.92498 3.16569 -3.69331
H8 -14.43171 3.78278 -5.55748
H9 -12.67421 5.50396 -5.27396
H10 -12.46770 6.58347 -2.99066
H11 -17.44576 5.59575 3.18497
N3 -10.99536 7.94115 -1.79454
N4 -9.94620 7.35568 -1.09064
C14 -10.12378 6.15859 -0.49386
N5 -9.05822 5.69480 0.18137
N6 -11.32356 5.49111 -0.46752
N7 -11.49117 4.18150 -0.13717
O2 -12.67178 3.82454 -0.10404
O3 -10.55769 3.43302 0.05078
H12 -10.61051 8.64238 -2.43921
H13 -11.60722 8.35673 -1.07287
H14 -9.02117 7.79351 -1.06050
H15 -8.14248 6.05609 -0.08629
H16 -9.11118 4.69007 0.36743
I3 -11.91738 8.62688 1.62062
C15 -14.00294 8.44124 1.20708
C16 -14.89714 9.11058 2.01547
C17 -16.21997 9.16389 1.61843
C18 -16.57932 8.64996 0.37647
C19 -15.62409 8.01181 -0.37783
N8 -14.37795 7.76703 0.10708
H17 -14.54742 9.48790 2.96195
H18 -16.96549 9.58328 2.27744
H19 -17.60775 8.70804 -0.00182
H20 -15.80824 7.64629 -1.37391

Forces on atoms 1 to 6 (eV/Å):
-1.255 -1.532 1.583
0.157 -0.070 -0.052
0.210 0.386 0.113
-0.764 -0.132 -0.116
0.289 -0.220 -0.517
-0.286 -0.006 0.094

***

Below is a cluster of 2 separate species, C4H7NO2 in total, with properties calculated with wB97M-V/def2-TZVPD.

Its SMILES is C/N=C/C=O.C=O. The value obtained for the gap between HOMO and LUMO is 10.042 eV. The HOMO energy is -10.1 eV. Its relative energy (zero: lowest compared OMol25 entry of this formula, charge and spin) is 264.45 kJ/mol. The total energy is -361.780132 Ha.

Geometry (Å):
C1 2.39709 -0.01650 -0.22332
N1 1.28033 0.90403 -0.32551
C2 0.26533 0.66237 0.39172
C3 -0.94090 1.52390 0.23245
O1 -2.04175 1.18877 0.61182
C4 -2.12062 -1.45062 -0.20688
O2 -1.04623 -1.62564 -0.72782
H1 2.34835 -0.71333 -1.06771
H2 3.33539 0.54073 -0.30250
H3 2.39178 -0.60419 0.70558
H4 -0.76590 2.49016 -0.27389
H5 0.18916 -0.17499 1.09333
H6 -3.02097 -1.18916 -0.79124
H7 -2.27105 -1.53552 0.88397

Forces on atoms 1 to 6 (eV/Å):
0.127 -0.058 0.018
-0.333 -0.091 0.283
0.268 0.067 -0.138
-0.273 -0.009 0.085
0.448 0.142 -0.098
0.219 -0.074 -0.127

***

> Among the records above, which one has the lowest total energy?

C19H20CrI3N8O3